A structure of composition C19H18NOSZr at a distorted geometry. Source: the Open Molecules 2025 dataset; level of theory: wB97M-V/def2-TZVPD.

The LUMO energy is -4.938 eV. The total charge is +1. Its spin multiplicity is 1. The frontier orbital gap is 6.1828 eV.

Last column: natural (NBO) charge in e.
CARTESIAN COORDINATES (ANGSTROEM)
1 C -1.32043 4.08343 0.14762  -0.332
2 C -0.01703 4.14872 0.70902  -0.339
3 C 0.72921 3.00397 0.24182  -0.353
4 H 0.35095 5.01072 1.24519  0.277
5 C -0.13245 2.24551 -0.60827  -0.282
6 C -1.41811 2.87845 -0.63371  -0.379
7 H -2.23170 2.61630 -1.30397  0.278
8 H -2.07075 4.85567 0.25720  0.277
9 H 1.79767 2.83085 0.34283  0.270
10 H 0.17425 1.37934 -1.18942  0.270
11 C 0.30616 0.26485 2.08094  -0.318
12 C 0.10315 0.92772 3.34955  -0.385
13 C -1.26402 0.70783 3.70278  -0.195
14 H 0.86471 1.41613 3.96617  0.276
15 C -1.96793 0.12831 2.60147  -0.384
16 C -0.95662 -0.23398 1.61887  -0.340
17 H -1.05883 -0.91486 0.77485  0.296
18 H 1.24818 0.01149 1.59768  0.268
19 H -1.72089 1.08498 4.60402  0.263
20 H -3.04734 -0.03914 2.54144  0.276
21 Zr -1.12640 2.22268 1.71734  2.103
22 O 0.64248 -1.37177 -0.90258  -0.502
23 C 2.03927 -0.83499 -0.75708  -0.173
24 C 1.32278 -1.24536 -2.08831  0.074
25 H 2.03370 0.16093 -0.30233  0.177
26 H 3.00021 -1.38828 -0.63898  0.227
27 H 1.13996 -0.46917 -2.85221  0.187
28 H 0.42788 -2.14100 -4.49237  0.214
29 C 0.70596 -2.97839 -3.84369  -0.190
30 C 1.31427 -2.64562 -2.60765  -0.081
31 C 1.28164 -3.64521 -1.58694  -0.197
32 H 1.32346 -3.39400 -0.51815  0.223
33 C 0.97083 -4.97127 -1.88128  -0.206
34 H 1.07120 -5.71978 -1.09508  0.220
35 C 0.65096 -5.33203 -3.19321  -0.195
36 H 0.62224 -6.37534 -3.49945  0.226
37 C 0.47999 -4.32906 -4.15414  -0.217
38 H 0.22442 -4.57245 -5.18357  0.225
39 S -2.20963 5.47099 4.61413  0.102
40 C -2.17300 4.02402 4.01325  0.213
41 N -2.11038 3.12882 3.20620  -0.874